C4H12NOS | the ωB97M-V functional and the def2-TZVPD basis

Each line ends with the natural charge from an NBO analysis.
Cartesian coordinates (Å):
C1 -0.9260 -0.1535 2.6717  -0.42
N1 -0.8239 -0.8229 1.3828  -0.61
C2 -1.0636 0.1830 0.2939  -0.11
C3 -0.1629 -0.2826 -0.9816  -0.53
S1 1.0239 0.8984 -1.6654  -0.64
C4 -2.5680 0.2508 0.0125  -0.65
H1 -1.8971 0.4123 2.7780  0.15
H2 0.0436 0.3457 2.7550  0.21
H3 -1.1191 -0.9610 3.3557  0.18
H4 -1.5980 -1.5580 1.4073  0.33
H5 -0.5964 1.2095 0.5578  0.21
H6 -1.0829 -0.5856 -1.8015  0.13
H7 0.4491 -1.2980 -0.7769  0.20
H8 -3.0735 0.8517 0.8329  0.20
H9 -2.8712 0.8753 -0.8871  0.22
H10 -2.8210 -0.8204 -0.2498  0.20
H11 2.6198 -0.1442 -0.6826  0.49
H12 3.4209 -1.5144 -0.6158  0.45
O1 3.2792 -0.6765 -0.2105  -1.01

Output
LUMO level ... 3.649 eV
Calculated total energy ... -18714.7734 eV
Molecular weight ... 122.21 g/mol
HOMO ... -2.77 eV
Total charge ... -1
HOMO-LUMO gap ... 6.4 eV